Version 1
55
Properties=species:S:1:pos:R:3:mulliken_charge:R:1 method="wB97M-V/def2-TZVPD" gap_ev="6.205 / 5.458" s_squared=0.86 multiplicity=2
Ir -0.350 0.281 -0.324 0.984
O -0.447 4.499 -0.628 -0.652
C -0.287 3.345 -0.297 0.452
N -0.977 2.258 -0.770 0.194
C -2.126 2.429 -1.523 -0.268
C -2.863 3.619 -1.636 -0.433
C -3.974 3.657 -2.442 -0.732
C -4.371 2.518 -3.139 -0.542
C -3.675 1.340 -3.000 -0.963
C -2.543 1.295 -2.173 0.990
N -1.758 0.180 -1.918 0.015
C -1.888 -0.951 -2.687 0.279
O -2.528 -1.055 -3.710 -0.658
C -1.111 -2.091 -2.185 0.335
C -1.323 -3.354 -2.691 -0.532
C -0.532 -4.396 -2.236 -0.365
C 0.441 -4.116 -1.296 -1.011
C 0.572 -2.819 -0.827 -0.081
N -0.199 -1.816 -1.265 -0.182
C 0.768 2.988 0.658 0.125
C 1.363 3.961 1.432 -0.542
C 2.394 3.598 2.283 -0.592
C 2.788 2.273 2.306 -0.812
C 2.125 1.365 1.502 0.321
N 1.124 1.714 0.690 -0.182
H -2.550 4.492 -1.092 0.479
H -4.546 4.571 -2.525 0.400
H -5.237 2.555 -3.787 0.410
H -3.986 0.456 -3.527 0.492
H -2.103 -3.485 -3.427 0.481
H -0.671 -5.401 -2.613 0.446
H 1.104 -4.877 -0.908 0.535
H 1.304 -2.601 -0.078 0.692
H 1.004 4.976 1.343 0.499
H 2.890 4.337 2.897 0.441
H 3.598 1.925 2.932 0.519
H 2.419 0.335 1.509 0.316
F -0.272 -3.518 2.130 -0.178
C 0.359 -2.982 3.170 0.670
F 1.241 -3.843 3.649 -0.220
F -0.537 -2.720 4.113 -0.205
S 1.179 -1.360 2.671 0.793
O 0.748 -1.194 1.266 -0.022
O 0.663 -0.380 3.571 -0.648
N 2.726 -1.524 2.849 -0.444
S 3.562 -2.598 2.004 0.737
O 4.642 -3.132 2.759 -0.583
O 2.718 -3.479 1.239 -0.575
C 4.374 -1.507 0.750 0.734
F 4.900 -0.436 1.348 -0.226
F 3.476 -1.077 -0.149 -0.215
F 5.332 -2.157 0.111 -0.238
Se -1.913 0.179 1.622 -0.020
C -3.132 1.454 1.148 0.288
N -3.913 2.267 0.901 -0.502

***

Version 2
55
Properties=species:S:1:pos:R:3:mulliken_charge:R:1 method="wB97M-V/def2-TZVPD" gap_ev="6.927 / 5.917" s_squared=0.77 multiplicity=2
Ir -0.741 -0.141 0.530 1.363
O 2.335 -2.865 1.927 -0.721
C 1.534 -1.980 1.690 0.228
N 0.595 -1.984 0.697 0.095
C 0.460 -2.960 -0.222 0.377
C 1.220 -4.146 -0.268 -0.979
C 0.980 -5.097 -1.224 -0.657
C -0.012 -4.898 -2.195 -0.621
C -0.764 -3.753 -2.203 -1.100
C -0.570 -2.758 -1.227 0.610
N -1.269 -1.608 -1.144 0.469
C -2.284 -1.254 -1.986 0.298
O -2.770 -1.944 -2.864 -0.701
C -2.818 0.119 -1.727 0.327
C -3.663 0.688 -2.670 -0.359
C -4.182 1.946 -2.427 -0.670
C -3.856 2.579 -1.238 -0.688
C -3.014 1.934 -0.347 -0.432
N -2.504 0.735 -0.587 0.444
C 1.516 -0.741 2.534 0.497
C 2.581 -0.531 3.403 -0.699
C 2.602 0.610 4.182 -0.514
C 1.547 1.502 4.069 -0.722
C 0.514 1.209 3.192 -0.308
N 0.495 0.111 2.450 0.068
H 1.994 -4.281 0.471 0.580
H 1.558 -6.008 -1.227 0.428
H -0.185 -5.655 -2.943 0.430
H -1.526 -3.595 -2.950 0.561
H -3.884 0.123 -3.563 0.534
H -4.831 2.416 -3.148 0.445
H -4.244 3.554 -0.995 0.462
H -2.754 2.405 0.588 0.433
H 3.363 -1.273 3.436 0.523
H 3.420 0.794 4.863 0.452
H 1.524 2.411 4.646 0.464
H -0.330 1.879 3.096 0.525
F 1.538 3.557 1.685 -0.146
C 0.804 3.889 0.630 0.612
F 1.217 5.063 0.172 -0.246
F -0.451 4.042 1.097 -0.241
S 0.725 2.583 -0.745 1.135
O 0.950 1.351 -0.006 -0.643
O -0.599 2.734 -1.263 -0.657
N 1.834 2.895 -1.779 -0.632
S 3.261 2.376 -1.281 0.903
O 4.319 2.824 -2.113 -0.652
O 3.398 2.507 0.136 -0.577
C 3.133 0.508 -1.610 0.629
F 2.008 0.188 -2.263 -0.247
F 3.165 -0.214 -0.490 -0.186
F 4.154 0.116 -2.370 -0.267
Se -2.512 -1.470 2.178 0.000
C -4.002 -0.536 1.798 0.299
N -4.979 0.040 1.607 -0.524

***

Relative to the most stable one, in hartree, the structures come out at version 1 0.0000; version 2 0.0070.

***

Version 1
6
Properties=species:S:1:pos:R:3:mulliken_charge:R:1 method="wB97M-V/def2-TZVPD" gap_ev="9.328 / 6.068" multiplicity=1
C 1.587 -1.112 0.729 -0.085
F 1.863 -2.374 0.885 -0.168
S -2.335 -1.621 -0.377 0.010
Cl 0.355 -0.703 -0.268 -0.056
Cl -3.109 -1.637 -2.194 -0.078
H 2.057 -0.490 1.414 0.378

***

Version 2
6
Properties=species:S:1:pos:R:3:mulliken_charge:R:1 method="wB97M-V/def2-TZVPD" gap_ev=9.934 multiplicity=1
F 0.506 -0.462 -1.544 -0.142
C 0.321 -0.325 -0.238 0.332
S -1.501 0.599 0.074 -0.125
Cl 1.603 0.632 0.469 -0.091
Cl 0.131 -1.982 0.499 -0.101
H -1.060 1.538 0.740 0.128

***

Relative to the most stable one, in hartree, the structures come out at version 1 0.0898; version 2 0.0000.